1:
Here is an isolated molecule of CH4N2 from OMol25. Energies are from wB97M-V/def2-TZVPD.

## Properties
* LUMO level: 1.00 eV
* Kohn-Sham gap: 10.229 eV
* SMILES: [H]/N=C/N
* HOMO energy: -9.23 eV

Each line ends with the natural charge from an NBO analysis.
Geometry (Å):
H  1.71010  -0.83376  0.56671  0.348
N  1.16439  0.01006  0.44080  -0.739
C  0.12128  -0.24220  -0.24815  0.287
N  -1.13521  0.28685  -0.11330  -0.817
H  0.06867  -1.21563  -0.79051  0.117
H  -1.17681  1.10298  0.47988  0.407
H  -1.57303  0.06367  -0.99651  0.396


2:
Here is an isolated molecule of CH4N2 from OMol25. Energies are from wB97M-V/def2-TZVPD.

## Properties
* LUMO level: 1.26 eV
* Kohn-Sham gap: 9.964 eV
* SMILES: C=NN
* HOMO energy: -8.71 eV

Each line ends with the natural charge from an NBO analysis.
Geometry (Å):
C  -0.27997  0.66900  -0.75349  -0.214
N  0.50197  -0.18907  -0.32453  -0.205
N  0.29183  -0.80528  0.76520  -0.625
H  -0.25023  1.13300  -1.61503  0.162
H  -1.24864  1.09134  -0.44763  0.133
H  -0.18254  -0.50633  1.60474  0.367
H  1.16759  -1.39265  0.77073  0.382


3:
Here is a structure of composition CH4N2 from OMol25. Energies are from wB97M-V/def2-TZVPD.

## Properties
* LUMO level: 0.99 eV
* Kohn-Sham gap: 10.146 eV
* HOMO energy: -9.15 eV

Each line ends with the natural charge from an NBO analysis.
Geometry (Å):
N  -0.21832  1.09653  -0.61103  -0.784
C  0.30966  0.20731  0.11022  0.305
N  0.03416  -1.21078  0.31270  -0.801
H  -0.80510  -0.60989  0.09053  0.395
H  -1.14112  1.44877  -0.37864  0.385
H  1.28056  0.44764  0.58348  0.124
H  0.13743  -1.46620  1.29138  0.376


Result of the stability comparison: 3 is the least stable of them.


1:
Here is an isolated molecule of C5H4N2O from OMol25. Energies are from wB97M-V/def2-TZVPD.

## Properties
* LUMO level: -1.40 eV
* Kohn-Sham gap: 8.501 eV
* SMILES: O=c1nccccn1
* HOMO energy: -9.90 eV

Each line ends with the natural charge from an NBO analysis.
Geometry (Å):
O  2.03318  -0.28880  0.75500  -0.514
C  1.18479  0.07995  -0.02128  0.734
N  0.73406  1.27974  -0.57968  -0.414
C  -0.46201  1.58556  0.02594  0.098
C  -1.69377  0.60984  0.22186  -0.203
C  -1.67623  -0.81271  0.30709  -0.221
C  -0.50290  -1.41193  -0.22268  0.067
N  0.63175  -1.03024  -0.60378  -0.378
H  -0.83906  2.67016  -0.00642  0.201
H  -2.46401  1.27379  0.44043  0.209
H  -2.69323  -1.26075  0.40186  0.245
H  -0.92907  -2.42350  -0.45732  0.176


2:
Here is an isolated molecule of C5H4N2O from OMol25. Energies are from wB97M-V/def2-TZVPD.

## Properties
* LUMO level: -1.90 eV
* Kohn-Sham gap: 8.205 eV
* SMILES: [H]/N=C1/N=CC=CC1=O
* HOMO energy: -10.10 eV

Each line ends with the natural charge from an NBO analysis.
Geometry (Å):
H  0.70213  -2.65171  -0.88002  0.345
N  1.16590  -1.83147  -1.26712  -0.439
C  0.64313  -0.81226  -0.64318  0.224
N  1.17035  0.41800  -0.99892  -0.372
C  0.67335  1.44798  -0.37958  0.078
C  -0.43450  1.43085  0.56333  -0.205
C  -0.99293  0.23952  0.91140  -0.229
C  -0.48594  -0.97976  0.29472  0.427
O  -0.92586  -2.09191  0.56695  -0.501
H  1.08713  2.38613  -0.73984  0.201
H  -0.77765  2.38666  0.97248  0.232
H  -1.82512  0.05798  1.59977  0.240


3:
Here is an isolated molecule of C5H4N2O from OMol25. Energies are from wB97M-V/def2-TZVPD.

## Properties
* LUMO level: -0.62 eV
* Kohn-Sham gap: 9.350 eV
* SMILES: C#C[C@]1(O)C=CN=N1
* HOMO energy: -9.97 eV

Each line ends with the natural charge from an NBO analysis.
Geometry (Å):
C  2.20116  -0.41970  -1.16550  -0.146
C  1.40921  -0.10877  -0.31901  -0.063
C  0.19828  0.41831  0.26847  0.190
O  0.42627  1.64066  1.20624  -0.660
C  -0.65358  -0.67397  0.90355  -0.172
C  -1.78566  -0.69425  0.19656  -0.077
N  -1.77570  0.28537  -0.85473  -0.114
N  -0.70061  0.91294  -0.83197  -0.109
H  2.82970  -0.93943  -1.83652  0.239
H  0.68985  2.18503  0.46417  0.472
H  -0.28802  -1.26616  1.67772  0.234
H  -2.55091  -1.34004  0.29103  0.207


Result of the stability comparison: 3 is the least stable of them.


1:
Here is an isolated molecule of C5H4N2O from OMol25. Energies are from wB97M-V/def2-TZVPD.

## Properties
* LUMO level: -0.65 eV
* Kohn-Sham gap: 7.829 eV
* SMILES: O=c1ccccnn1
* HOMO energy: -8.48 eV

Each line ends with the natural charge from an NBO analysis.
Geometry (Å):
O  0.58349  -0.21098  2.42899  -0.471
C  0.25820  -0.09693  1.24792  0.585
C  -1.16934  -0.41435  0.54159  -0.260
C  -1.33572  -0.93859  -0.65073  -0.266
C  -0.28882  -0.82413  -1.75011  -0.251
C  0.77381  0.15697  -1.69021  -0.094
N  0.81435  1.15382  -0.62278  -0.116
N  0.51245  1.16361  0.50762  -0.115
H  -2.07232  0.21319  1.17455  0.254
H  -2.54300  -0.96100  -0.92095  0.245
H  -0.25138  -1.61132  -2.60608  0.245
H  1.48245  0.52711  -2.46414  0.242


2:
Here is an isolated molecule of C5H4N2O from OMol25. Energies are from wB97M-V/def2-TZVPD.

## Properties
* LUMO level: -0.56 eV
* Kohn-Sham gap: 8.094 eV
* SMILES: [H]/N=c1/cc(C#C)[nH]o1
* HOMO energy: -8.65 eV

Each line ends with the natural charge from an NBO analysis.
Geometry (Å):
H  -3.43438  -0.43624  0.51610  0.362
N  -2.61258  -0.89651  0.09843  -0.679
C  -1.57099  -0.25189  -0.17482  0.478
C  -0.28428  -0.85032  -0.30933  -0.253
C  0.45848  0.28261  -0.40783  0.053
C  1.81651  0.18573  -0.09864  -0.052
C  3.05292  -0.32127  0.26387  -0.194
N  -0.25832  1.52964  -0.24555  -0.304
O  -1.61512  1.12888  0.14301  -0.329
H  0.13072  -1.83865  -0.33105  0.269
H  4.07905  -0.72197  0.20279  0.262
H  0.23799  2.18999  0.34300  0.387


3:
Here is a structure of composition C5H4N2O from OMol25. Energies are from wB97M-V/def2-TZVPD.

## Properties
* LUMO level: 0.61 eV
* Kohn-Sham gap: 8.806 eV
* HOMO energy: -8.19 eV

Each line ends with the natural charge from an NBO analysis.
Geometry (Å):
C  1.49380  -0.16476  0.09171  0.683
C  -0.27585  0.78981  0.10335  0.119
C  -1.58304  0.92923  -0.16032  -0.139
C  -1.00972  -1.23561  0.06459  0.049
C  0.15807  -0.59630  0.04122  -0.283
H  1.32260  2.19598  0.40086  0.402
H  -2.29702  1.68727  -0.16455  0.208
H  -3.19984  -0.35308  0.45173  0.427
H  -1.26376  -2.34025  0.00704  0.212
N  1.06740  1.14281  -0.00992  -0.625
N  -2.12082  -0.36833  -0.07680  -0.561
O  2.51404  -0.61819  -0.11641  -0.493


4:
Here is an isolated molecule of C5H4N2O from OMol25. Energies are from wB97M-V/def2-TZVPD.

## Properties
* LUMO level: 0.87 eV
* Kohn-Sham gap: 9.443 eV
* SMILES: c1cc2occn2n1
* HOMO energy: -8.57 eV

Each line ends with the natural charge from an NBO analysis.
Geometry (Å):
C  -2.04055  0.13381  -0.11403  -0.046
C  -1.32809  -1.04998  0.04020  -0.393
C  -0.04227  -0.65040  0.02296  0.417
O  1.15179  -1.09000  0.10885  -0.411
C  1.97908  -0.00798  -0.06381  0.055
C  1.33067  1.03390  -0.11559  -0.111
N  0.00830  0.72197  0.22824  -0.167
N  -1.15376  1.25576  0.06965  -0.282
H  -3.11734  0.08676  -0.14134  0.215
H  -1.51255  -2.07563  -0.00239  0.234
H  2.98752  -0.48970  -0.17063  0.237
H  1.73721  2.13150  0.13789  0.251


Result of the stability comparison: 2 is the least stable of them.


1:
Here is a structure of composition C3H6N2 from OMol25. Energies are from wB97M-V/def2-TZVPD.

## Properties
* LUMO level: -0.33 eV
* Kohn-Sham gap: 8.815 eV
* HOMO energy: -9.14 eV

Each line ends with the natural charge from an NBO analysis.
Geometry (Å):
C  -1.68451  -0.31048  0.58847  -0.700
C  1.38337  0.08261  -0.72625  0.299
C  -0.20462  -0.19278  0.53638  0.213
N  0.47512  -0.83921  -0.43534  -0.475
N  2.05319  0.32849  -1.76138  -0.671
H  2.77748  1.03001  -1.64904  0.353
H  1.08956  0.97083  0.13109  0.049
H  0.28122  0.03538  1.48875  0.199
H  -2.11461  -0.34366  -0.41082  0.243
H  -2.13377  0.50030  1.16070  0.232
H  -1.92243  -1.26151  1.07744  0.257


2:
Here is a cluster of 2 separate species, C3H6N2 in total from OMol25. Energies are from wB97M-V/def2-TZVPD.

## Properties
* LUMO level (spin up / spin down): 0.31 / 0.31 eV
* Kohn-Sham gap (spin up / spin down): 8.115 / 8.114 eV
* HOMO energy (spin up / spin down): -7.80 / -7.80 eV

Each line ends with the natural charge from an NBO analysis.
Geometry (Å):
C  -1.37969  0.44220  0.67574  -0.247
N  -0.14129  0.01619  0.68701  -0.349
C  0.92510  0.37167  -0.06382  -0.309
C  2.16356  -0.23746  0.20337  0.213
N  3.17945  -0.75576  0.44133  -0.353
H  -1.65483  1.24969  0.01056  0.199
H  -2.08679  -0.00421  1.35831  0.203
H  -1.30826  -0.75830  -1.90045  -0.014
H  0.05805  -0.73159  1.34800  0.426
H  -0.56555  -0.76417  -1.97920  0.001
H  0.81025  1.17173  -0.78085  0.229


Result of the stability comparison: 1 is the least stable of them.